Record 1
Formula: C4H9N
Source: OMol25
Level of theory: wB97M-V/def2-TZVPD

Properties
Energy relative to the best compared isomer or geometry (same formula, charge and spin) = 6.6221 eV
Charge = 0
HOMO = -0.27019 hartree
Kohn-Sham gap = 0.3039 Eh

Geometry as XYZ:
```
14
Properties=species:S:1:pos:R:3:forces:R:3:nbo_charge:R:1
C -0.16043 1.06033 -1.67808 -0.134 0.042 -0.193 -0.98
C 0.76676 -0.56870 -0.31840 -0.091 -0.212 0.319 0.15
C 1.11261 0.60528 0.62276 0.306 0.065 0.255 -0.38
N 0.25499 -0.57225 0.85037 0.099 -0.016 -0.399 -0.33
C -0.89218 -1.02766 1.59836 -0.104 -0.024 0.036 -0.42
H 0.65340 1.26657 -2.38505 -0.102 -0.056 0.108 0.20
H -0.78239 0.26273 -2.10104 0.065 0.087 0.104 0.20
H -0.80083 1.95259 -1.62772 0.078 -0.112 0.047 0.22
H 0.93402 -1.28574 -1.10901 -0.020 0.148 0.062 0.23
H 0.40969 1.22739 -0.44988 -0.078 -0.028 -0.089 0.28
H 2.03896 0.49822 1.20447 -0.109 0.017 -0.096 0.16
H -0.63945 -1.95167 2.12776 -0.059 0.144 -0.082 0.22
H -1.15167 -0.26011 2.32989 0.019 -0.095 -0.122 0.22
H -1.74346 -1.20699 0.93557 0.130 0.039 0.051 0.22
```
Forces are in eV/Å.

Record 2
Formula: C3H11NO
Source: OMol25
Level of theory: wB97M-V/def2-TZVPD

Properties
Energy relative to the best compared isomer or geometry (same formula, charge and spin) = 1.6835 eV
Charge = 0
HOMO = -0.34469 hartree
SMILES string = CCOC.N
Kohn-Sham gap = 0.3859 Eh

Geometry as XYZ:
```
16
Properties=species:S:1:pos:R:3:forces:R:3:nbo_charge:R:1
C 0.84502 1.20670 0.23569 -0.006 1.505 0.923 -0.25
N -3.47986 1.18639 1.20410 0.855 1.100 1.100 -1.04
H 0.57514 2.23322 -0.17501 0.439 -1.302 0.281 0.19
H 1.91781 1.24863 0.57493 -0.623 -0.311 -0.665 0.15
H 0.25165 1.12098 1.16599 0.050 -0.210 -0.266 0.16
H -3.45218 1.27076 2.22770 0.109 -0.370 -0.446 0.35
H -4.10425 0.46419 0.98599 -0.842 -1.686 -0.191 0.35
H -4.02063 1.98613 0.94840 -0.116 0.959 -0.447 0.35
C 0.82552 -1.21102 -0.45864 0.373 1.836 1.121 -0.07
O 0.50078 0.26075 -0.72288 0.386 -2.385 0.048 -0.57
C 2.05432 -1.56868 -1.31508 -1.248 2.679 -0.364 -0.63
H 1.17451 -1.37857 0.64207 -1.121 0.491 -1.634 0.17
H -0.15085 -1.77628 -0.66516 1.678 0.753 0.146 0.20
H 2.15908 -2.56866 -1.32770 0.387 -3.779 0.111 0.20
H 1.89554 -1.29952 -2.36355 0.050 0.323 0.191 0.21
H 3.00839 -1.17503 -0.95685 -0.373 0.398 0.091 0.21
```
Forces are in eV/Å.

Record 3
Formula: H35O18
Source: OMol25
Level of theory: wB97M-V/def2-TZVPD

Properties
Energy relative to the best compared isomer or geometry (same formula, charge and spin) = 5.3551 eV
Charge = -1
HOMO = -0.27910 hartree
Kohn-Sham gap = 0.3496 Eh

Geometry as XYZ:
```
53
Properties=species:S:1:pos:R:3:forces:R:3:nbo_charge:R:1
O 1.77453 1.28496 -4.62121 1.727 -1.570 -1.281 -0.94
H -5.23526 -0.11483 0.88993 -0.913 0.544 -1.372 0.49
H 0.93475 -2.06591 -3.63570 -2.669 1.021 -1.028 0.46
O -2.37346 0.40326 2.06219 -1.490 0.451 0.788 -0.98
H -2.34170 0.97368 -0.26218 1.040 3.365 -1.804 0.46
O 5.19812 0.72689 -0.84626 2.555 -2.443 -2.392 -1.01
H 1.51243 0.36848 -0.19151 1.516 1.807 0.461 0.50
H 4.34020 1.17687 -0.93275 0.291 -0.675 -1.156 0.51
O 2.50672 -2.96201 4.78496 -3.424 2.544 -0.260 -0.92
H -0.67197 -2.24332 0.03801 1.293 1.784 -2.469 0.47
H 1.80356 -2.24448 5.03141 2.267 -1.316 0.893 0.45
O -1.60884 -3.83287 3.32888 1.752 0.436 1.446 -0.95
H -0.91106 -3.62610 4.01200 -1.305 -0.637 -0.647 0.47
H 1.16175 1.97166 -4.65314 -1.460 1.792 0.300 0.46
O 0.01611 2.08603 3.53475 0.456 -3.808 0.076 -0.95
H -5.79220 0.84399 -0.31921 0.192 -1.636 1.216 0.47
H -0.79295 2.54557 3.56256 -1.597 1.194 -0.058 0.47
O -5.88952 -0.04281 0.13833 0.819 1.098 0.198 -0.97
H -0.86783 -0.41303 -1.29841 -1.339 -0.664 -2.388 0.49
H 5.64867 0.16822 -1.71738 -3.023 2.979 3.553 0.50
O 2.11954 3.37649 -2.23705 -1.922 0.709 1.235 -1.00
H 0.68727 3.36251 0.44792 4.673 -1.977 11.148 0.45
H -2.15286 -0.76359 -1.88659 -6.303 -5.074 1.912 0.44
O -0.21436 -0.93346 2.06098 -0.637 -0.989 -0.813 -1.17
H 0.52429 -0.41508 2.33731 1.014 0.374 -0.043 0.45
H 2.41881 2.79585 -1.53999 0.849 -0.754 -0.037 0.46
O -3.54266 -4.47690 1.57233 -4.118 3.396 -11.192 -0.90
H -3.29392 -4.72594 2.31119 3.652 -3.805 11.343 0.45
H 2.04868 -1.65528 -0.01492 1.598 -0.421 -0.967 0.48
O -1.52456 -0.24080 -2.13405 7.399 4.804 -0.716 -0.99
H 3.51460 -1.18428 -0.41349 0.329 0.783 0.124 0.49
H 1.28667 3.60655 -1.67084 1.382 0.027 -1.646 0.50
O 2.17378 1.14004 -0.11363 -1.329 -1.760 -1.786 -0.98
H 2.37663 1.31321 0.78614 -0.044 -0.115 1.384 0.48
H 2.00113 -2.99530 3.95070 1.130 -1.176 -0.698 0.46
O 2.90782 -1.91231 -0.47335 -2.011 -0.541 0.785 -0.97
H -2.05750 0.66337 1.21637 0.289 0.753 -0.836 0.44
H -0.34772 1.11444 3.53677 1.164 2.635 -0.087 0.47
O 1.77090 -2.35138 -3.39891 2.221 -1.032 1.293 -0.95
H -1.25183 -3.26770 2.64124 -0.133 0.455 -0.533 0.48
H 1.66223 0.83581 -3.79989 -0.174 -0.295 0.931 0.48
O -0.17931 -1.44488 -0.43493 -1.124 -2.242 4.229 -1.10
H -1.55710 -0.01537 2.35599 0.597 -1.099 0.300 0.49
H -2.82546 -3.94183 1.25551 0.171 0.320 -0.376 0.45
O -1.30811 3.81525 -2.59014 -2.807 0.372 0.148 -0.94
H 1.66153 -2.51873 -2.44690 0.480 0.163 -0.214 0.49
H -2.26104 3.90520 -2.20952 2.608 -0.379 -0.833 0.47
O -1.90635 1.84194 -0.70770 -3.452 -1.319 4.237 -0.94
H -0.24476 -1.12063 0.76812 1.045 0.840 0.246 0.50
H -1.32028 1.37589 -1.23301 1.716 -1.267 -2.677 0.49
O 0.36599 3.48131 -0.29616 -6.184 1.563 -10.896 -0.94
H -0.46114 2.93709 -0.40838 0.977 0.761 0.415 0.51
H -1.48725 3.68294 -3.53968 0.253 0.024 0.543 0.47
```
Forces are in eV/Å.

- What is the formula in the first record?
  C4H9N